[1]
Formula: C18H36N2O2
Source: the OMol25 dataset
Level of theory: wB97M-V/def2-TZVPD

Properties
net charge: 0
LUMO level: 0.808 eV
SMILES: CCCCCCCN1CCC(=O)N([C@H](CO)CC(C)C)CC1
HOMO-LUMO gap: 9.27 eV

Each line ends with the Löwdin charge.
Atoms and positions in Å:
C  2.252  -4.613  -5.693  -0.115
C  0.788  -4.481  -5.287  -0.269
C  0.556  -3.452  -4.179  -0.231
C  0.775  -2.014  -4.643  -0.219
C  0.567  -0.973  -3.542  -0.212
C  -0.875  -0.897  -3.023  -0.172
C  -1.152  -1.729  -1.751  -0.201
N  -1.141  -1.007  -0.492  -0.181
C  -2.228  -0.058  -0.351  -0.177
C  -2.501  0.283  1.119  -0.064
C  -1.607  1.397  1.618  -0.458
O  -2.057  2.503  1.875  0.039
N  -0.294  1.106  1.757  -0.018
C  0.603  2.187  2.139  -0.275
C  1.443  2.641  0.934  -0.209
O  0.646  2.896  -0.196  -0.055
C  1.481  1.845  3.346  -0.136
C  0.692  1.312  4.549  -0.426
C  -0.299  2.346  5.078  -0.061
C  1.665  0.901  5.653  -0.081
C  0.259  -0.167  1.354  -0.110
C  0.148  -0.438  -0.153  -0.157
H  2.866  -4.856  -4.828  0.073
H  2.623  -3.689  -6.130  0.062
H  2.369  -5.405  -6.429  0.067
H  0.434  -5.454  -4.938  0.102
H  0.193  -4.209  -6.161  0.106
H  1.227  -3.670  -3.344  0.114
H  -0.470  -3.558  -3.821  0.103
H  1.795  -1.909  -5.019  0.103
H  0.095  -1.800  -5.471  0.116
H  1.251  -1.183  -2.718  0.098
H  0.847  0.002  -3.950  0.109
H  -1.121  0.143  -2.806  0.100
H  -1.550  -1.221  -3.817  0.109
H  -2.138  -2.196  -1.828  0.115
H  -0.415  -2.530  -1.662  0.109
H  -2.046  0.882  -0.900  0.129
H  -3.124  -0.524  -0.768  0.124
H  -3.525  0.645  1.216  0.122
H  -2.386  -0.615  1.727  0.121
H  -0.062  3.015  2.409  0.140
H  2.151  1.866  0.630  0.123
H  2.014  3.538  1.218  0.127
H  -0.105  3.437  0.077  0.095
H  2.237  1.109  3.062  0.110
H  2.010  2.753  3.640  0.129
H  0.133  0.425  4.233  0.130
H  -1.068  2.567  4.343  0.065
H  0.216  3.269  5.334  0.086
H  -0.790  1.969  5.973  0.079
H  2.236  1.763  5.994  0.080
H  1.125  0.492  6.503  0.075
H  2.363  0.147  5.296  0.074
H  -0.237  -0.982  1.892  0.129
H  1.311  -0.171  1.635  0.119
H  0.357  0.494  -0.700  0.123
H  0.910  -1.176  -0.416  0.121

[2]
Formula: C64H170N14O18
Source: the OMol25 dataset
Level of theory: wB97M-V/def2-TZVPD

Properties
net charge: 0
LUMO level: 0.454 eV
HOMO-LUMO gap: 8.87 eV

Each line ends with the Löwdin charge.
Atoms and positions in Å:
C  21.579  21.690  15.918  -0.038
C  22.155  20.395  15.326  -0.385
C  22.040  20.214  13.823  -0.175
O  20.723  20.316  13.241  -0.220
C  20.550  20.058  11.861  -0.103
N  23.576  20.358  15.666  0.044
H  21.278  21.655  16.965  0.056
H  20.680  22.042  15.410  0.059
H  22.183  22.572  15.707  0.074
H  21.694  19.562  15.856  0.120
H  22.433  19.245  13.514  0.099
H  22.622  20.962  13.284  0.128
H  21.080  20.790  11.252  0.079
H  19.496  20.206  11.629  0.091
H  20.951  19.092  11.554  0.085
H  23.626  20.279  16.671  0.060
H  23.969  21.271  15.486  0.079
C  25.913  21.927  18.992  -0.032
C  24.405  22.176  19.511  -0.366
C  23.722  23.195  18.577  -0.230
O  24.276  24.493  18.566  -0.177
C  23.375  25.339  17.821  -0.091
N  23.747  20.877  19.417  0.055
H  26.448  22.876  18.949  0.068
H  25.896  21.386  18.046  0.067
H  26.479  21.325  19.703  0.053
H  24.400  22.541  20.539  0.119
H  22.639  23.106  18.660  0.107
H  23.969  22.956  17.542  0.104
H  23.224  24.996  16.798  0.083
H  23.830  26.329  17.854  0.094
H  22.392  25.459  18.278  0.063
H  22.761  20.958  19.619  0.038
H  24.151  20.228  20.078  0.031
C  18.089  13.485  14.391  -0.070
C  19.541  13.725  13.923  -0.399
C  20.296  15.020  14.426  -0.150
O  19.608  16.276  14.190  -0.180
C  20.295  17.394  14.781  -0.108
N  20.285  12.506  14.255  0.040
H  17.664  12.537  14.061  0.072
H  17.398  14.197  13.941  0.073
H  18.148  13.651  15.467  0.059
H  19.538  13.693  12.834  0.125
H  21.205  15.031  13.824  0.111
H  20.593  14.754  15.440  0.111
H  21.191  17.518  14.172  0.068
H  20.534  17.329  15.842  0.068
H  19.777  18.335  14.598  0.086
H  19.805  11.715  13.852  0.074
H  20.025  12.403  15.226  0.014
C  23.336  19.014  22.129  -0.059
C  24.132  20.184  22.620  -0.468
C  24.031  20.447  24.121  -0.160
O  22.669  20.658  24.587  -0.182
C  22.032  21.764  23.981  -0.119
N  25.471  19.878  22.139  0.059
H  23.676  18.107  22.630  0.098
H  23.256  19.044  21.042  0.051
H  22.300  19.119  22.450  0.069
H  23.776  21.086  22.123  0.109
H  24.609  21.315  24.437  0.120
H  24.414  19.653  24.762  0.128
H  21.143  22.034  24.550  0.076
H  21.718  21.489  22.974  0.061
H  22.648  22.660  23.910  0.079
H  26.050  20.594  22.552  0.077
H  25.731  19.051  22.659  0.075
C  19.345  12.489  20.531  -0.050
C  18.865  13.838  20.028  -0.407
C  19.740  14.965  20.533  -0.184
O  19.380  15.178  21.922  -0.192
C  20.217  16.174  22.520  -0.091
N  18.877  13.732  18.571  0.061
H  20.352  12.384  20.126  0.072
H  18.754  11.626  20.224  0.066
H  19.445  12.495  21.616  0.079
H  17.836  13.998  20.351  0.140
H  19.582  15.860  19.932  0.102
H  20.817  14.857  20.405  0.121
H  21.265  16.010  22.269  0.083
H  20.006  16.328  23.579  0.092
H  19.944  17.144  22.105  0.061
H  18.559  14.610  18.186  0.015
H  19.838  13.645  18.275  0.044
C  17.423  24.765  24.141  -0.037
C  17.373  23.235  23.909  -0.411
C  15.954  22.743  23.463  -0.196
O  15.008  23.068  24.442  -0.198
C  13.633  22.764  24.206  -0.087
N  18.376  22.867  22.961  0.055
H  18.455  25.077  24.300  0.060
H  16.893  25.020  25.059  0.077
H  17.066  25.305  23.264  0.072
H  17.672  22.758  24.843  0.126
H  15.985  21.677  23.241  0.115
H  15.603  23.245  22.561  0.114
H  12.945  23.243  24.903  0.083
H  13.553  21.682  24.304  0.089
H  13.253  23.158  23.263  0.082
H  19.180  23.427  23.206  0.056
H  18.072  23.280  22.091  0.054
C  16.604  17.874  16.799  -0.050
C  17.003  16.636  17.554  -0.419
C  16.188  15.364  17.257  -0.161
O  14.762  15.515  17.284  -0.204
C  14.109  14.298  17.738  -0.074
N  18.428  16.473  17.432  0.064
H  16.819  17.831  15.731  0.085
H  17.087  18.743  17.246  0.070
H  15.535  18.030  16.945  0.071
H  16.887  16.973  18.584  0.119
H  16.455  14.581  17.967  0.101
H  16.391  14.990  16.254  0.116
H  14.292  14.212  18.810  0.082
H  14.555  13.453  17.213  0.058
H  13.035  14.403  17.591  0.084
H  18.538  16.433  16.429  0.056
H  19.033  17.186  17.814  0.047
C  18.555  19.609  20.791  -0.040
C  19.998  19.956  20.417  -0.385
C  20.299  19.747  18.880  -0.182
O  20.339  18.378  18.519  -0.224
C  21.671  17.836  18.765  -0.049
N  20.199  21.366  20.760  0.060
H  17.889  20.259  20.224  0.070
H  18.353  19.712  21.857  0.062
H  18.434  18.533  20.661  0.056
H  20.725  19.340  20.947  0.099
H  21.254  20.221  18.654  0.073
H  19.596  20.311  18.267  0.113
H  21.863  17.590  19.809  0.077
H  22.425  18.514  18.364  0.076
H  21.741  16.968  18.110  0.074
H  19.833  21.531  21.687  0.024
H  19.541  21.856  20.170  0.019
C  23.871  16.352  15.511  -0.045
C  25.233  16.919  15.009  -0.441
C  25.226  17.027  13.442  -0.201
O  25.142  15.746  12.812  -0.177
C  24.570  15.873  11.504  -0.104
N  25.542  18.124  15.674  0.037
H  23.935  16.072  16.563  0.066
H  23.582  15.502  14.893  0.067
H  23.138  17.155  15.444  0.051
H  26.004  16.198  15.282  0.134
H  26.110  17.599  13.162  0.114
H  24.429  17.713  13.154  0.104
H  23.486  15.984  11.471  0.083
H  24.915  15.019  10.921  0.086
H  25.020  16.733  11.009  0.079
H  24.911  18.885  15.469  0.015
H  26.414  18.449  15.281  0.069
C  16.456  22.844  19.280  -0.037
C  17.489  22.794  18.130  -0.415
C  17.128  23.834  17.039  -0.206
O  17.951  23.873  15.888  -0.163
C  17.779  22.754  15.066  -0.118
N  18.764  23.200  18.631  0.056
H  16.578  23.752  19.869  0.070
H  16.729  22.165  20.088  0.049
H  15.434  22.547  19.046  0.088
H  17.584  21.790  17.718  0.121
H  17.095  24.795  17.552  0.127
H  16.072  23.714  16.795  0.119
H  16.726  22.568  14.850  0.094
H  18.243  21.846  15.451  0.074
H  18.291  22.845  14.108  0.090
H  19.233  23.584  17.824  0.078
H  18.624  24.067  19.130  0.031
C  9.673  14.643  21.587  -0.106
O  10.190  15.921  21.283  -0.198
C  10.717  15.906  19.942  -0.218
C  11.264  17.300  19.568  -0.191
N  12.304  17.816  20.466  -0.053
C  13.582  17.305  20.074  -0.230
C  14.795  17.770  20.908  -0.199
O  15.067  16.892  22.005  -0.182
C  16.475  16.808  22.415  -0.071
H  10.535  13.980  21.511  0.090
H  8.826  14.490  20.918  0.089
H  9.360  14.700  22.629  0.089
H  9.884  15.740  19.259  0.114
H  11.438  15.132  19.680  0.105
H  10.460  18.031  19.648  0.110
H  11.581  17.318  18.525  0.117
H  12.149  17.413  21.379  0.104
H  13.781  17.661  19.063  0.109
H  13.627  16.217  20.034  0.106
H  14.722  18.840  21.099  0.116
H  15.707  17.719  20.315  0.082
H  17.270  16.632  21.691  0.059
H  16.538  15.935  23.065  0.086
H  16.739  17.652  23.052  0.077
C  14.517  15.953  31.931  -0.103
O  15.254  16.472  30.796  -0.190
C  16.652  16.142  30.956  -0.223
C  17.409  16.213  29.613  -0.204
N  17.356  17.576  29.084  -0.074
C  18.133  17.632  27.916  -0.247
C  17.913  18.976  27.158  -0.153
O  18.690  18.782  25.943  -0.195
C  18.798  19.866  25.076  -0.134
H  14.627  16.648  32.763  0.079
H  14.873  14.984  32.280  0.079
H  13.437  15.926  31.787  0.082
H  16.757  15.088  31.213  0.105
H  17.089  16.720  31.769  0.122
H  16.969  15.433  28.992  0.120
H  18.421  15.905  29.873  0.121
H  16.398  17.825  28.886  0.114
H  17.827  16.852  27.219  0.115
H  19.160  17.442  28.228  0.127
H  18.281  19.734  27.849  0.119
H  16.896  19.215  26.846  0.122
H  19.218  19.487  24.143  0.072
H  19.529  20.628  25.344  0.073
H  17.870  20.326  24.737  0.073
C  22.504  13.432  17.441  -0.094
O  21.332  12.646  17.590  -0.253
C  21.399  11.298  17.091  -0.183
C  20.063  10.627  17.416  -0.232
N  18.922  11.199  16.818  -0.075
C  17.730  10.474  17.274  -0.159
C  16.407  11.001  16.683  -0.234
O  15.616  9.999  16.188  -0.179
C  14.378  10.403  15.651  -0.103
H  22.332  14.390  17.933  0.073
H  22.838  13.597  16.417  0.079
H  23.325  12.960  17.980  0.089
H  22.239  10.818  17.594  0.117
H  21.726  11.265  16.052  0.107
H  20.070  10.517  18.500  0.110
H  20.008  9.680  16.879  0.126
H  18.803  12.101  17.257  0.054
H  17.670  10.637  18.350  0.101
H  17.857  9.405  17.104  0.123
H  16.661  11.585  15.799  0.100
H  15.890  11.598  17.434  0.110
H  13.824  11.132  16.243  0.082
H  13.855  9.468  15.451  0.088
H  14.462  10.741  14.618  0.082
C  20.152  27.128  26.236  -0.059
O  20.699  26.620  24.992  -0.221
C  22.091  26.637  24.893  -0.238
C  22.427  25.960  23.521  -0.155
N  21.821  26.715  22.358  -0.041
C  21.845  25.968  21.074  -0.185
C  20.859  24.725  21.066  -0.168
O  19.500  25.054  21.428  -0.248
C  18.826  26.069  20.703  -0.093
H  20.197  28.216  26.188  0.088
H  20.779  26.683  27.009  0.084
H  19.124  26.807  26.398  0.080
H  22.460  27.661  24.958  0.118
H  22.635  26.121  25.683  0.114
H  23.505  25.895  23.373  0.117
H  21.974  24.972  23.601  0.083
H  20.833  26.861  22.507  0.074
H  21.654  26.664  20.257  0.100
H  22.837  25.549  20.905  0.106
H  20.854  24.193  20.114  0.087
H  21.203  24.036  21.838  0.094
H  19.264  27.059  20.836  0.088
H  17.792  26.032  21.046  0.088
H  18.899  25.852  19.638  0.074

[3]
Formula: C6H6N4S2
Source: the OMol25 dataset
Level of theory: wB97M-V/def2-TZVPD

Properties
multiplicity: 3
net charge: 0
LUMO level (alpha / beta): 0.211 / -2.100 eV
HOMO-LUMO gap (alpha / beta): 8.01 / 7.64 eV
expectation value of S²: 2.0447

Each line ends with the Löwdin spin population.
Atoms and positions in Å:
C  -1.814  -2.199  -0.285  0.021
C  -1.076  -1.247  -0.962  0.227
C  -2.383  -1.724  0.879  0.281
C  -1.042  0.009  -0.329  0.049
C  2.094  0.356  -0.132  0.654
C  -0.471  2.296  -0.070  0.039
N  2.858  1.289  0.297  0.095
N  4.062  0.822  0.589  0.055
N  4.263  -0.398  0.412  0.013
N  -0.431  1.049  -0.735  0.370
S  -2.023  -0.101  1.213  0.080
S  2.899  -1.170  -0.175  0.069
H  -1.943  -3.212  -0.624  -0.005
H  -0.551  -1.418  -1.883  0.011
H  -3.010  -2.269  1.559  0.014
H  -0.938  2.242  0.923  0.002
H  0.544  2.684  0.023  0.009
H  -1.038  2.989  -0.700  0.015

[4]
Formula: C4H12N2O
Source: the OMol25 dataset
Level of theory: wB97M-V/def2-TZVPD

Properties
net charge: 0
LUMO level: 0.910 eV
SMILES: C=NCCCN.O
HOMO-LUMO gap: 10.61 eV

Each line ends with the Löwdin charge.
Atoms and positions in Å:
C  -1.807  -0.337  1.987  -0.078
N  -1.414  -1.433  1.534  -0.028
C  0.032  -1.554  1.287  -0.243
C  0.571  -0.574  0.246  -0.208
C  -0.285  -0.551  -1.046  -0.280
N  0.216  0.520  -1.921  -0.018
H  -2.847  -0.131  2.201  0.066
H  -1.110  0.485  2.210  0.084
H  0.551  -1.488  2.242  0.112
H  0.211  -2.525  0.843  0.098
H  1.536  -0.964  -0.082  0.108
H  0.699  0.452  0.586  0.096
H  -1.317  -0.328  -0.802  0.098
H  -0.188  -1.556  -1.467  0.112
H  -0.287  0.436  -2.799  0.074
H  1.168  0.323  -2.224  0.075
O  1.998  3.051  -1.445  -0.082
H  2.328  3.018  -0.539  0.028
H  1.209  2.491  -1.464  -0.012

So what do the calculations give for molar mass? Going down the list: 312.5, 1424.1, 198.3, 104.2 g/mol.
So what do the calculations give for relative energy (zero: lowest compared OMol25 entry of this formula, charge and spin)? Going down the list: 40.4, 57.7, 0.0, 41.9 kcal/mol.